Density functional theory data (ωB97M-V with the def2-TZVPD basis set) for a 11-piece molecular cluster, H22O11 overall.

```
33
Properties=species:S:1:pos:R:3:mulliken_charge:R:1
O -4.66 -1.49 0.31 -0.6006
O 2.24 0.06 2.69 -0.6086
O -2.32 3.10 -0.56 -0.5710
O 4.23 -0.76 -0.27 -0.6073
O 0.80 4.46 0.96 -0.6452
O 2.55 -2.59 -3.46 -0.6279
O 0.40 0.58 -0.31 -0.5650
O 0.17 2.86 -2.21 -0.5684
O 0.08 -1.24 3.69 -0.5751
O -2.53 -1.13 -1.45 -0.5372
O -1.05 -3.01 0.33 -0.6377
H 0.22 -0.19 0.24 0.3022
H 2.87 0.56 3.22 0.2787
H 4.23 0.20 -0.21 0.3182
H 0.77 -1.31 4.36 0.3000
H -0.44 -3.35 1.00 0.2999
H 0.45 2.43 -3.02 0.2733
H -2.47 -1.90 -0.87 0.2545
H 3.43 -2.72 -3.84 0.3153
H -0.46 3.53 -2.50 0.3060
H -2.54 2.17 -0.63 0.2760
H 2.71 -2.59 -2.51 0.3088
H -0.74 -1.27 4.20 0.2914
H 0.96 4.01 0.12 0.3285
H 1.12 3.85 1.63 0.3067
H -4.25 -1.94 -0.43 0.2501
H -3.97 -0.89 0.63 0.3460
H -3.41 -1.20 -1.84 0.3398
H -0.48 0.89 -0.57 0.2490
H -1.91 -3.03 0.77 0.2916
H 4.43 -0.94 -1.19 0.2953
H -3.17 3.55 -0.65 0.2936
H 2.75 -0.70 2.38 0.3192
```

DFT total energy (Ha): -840.7748
HOMO level (Ha): -0.38228
Strongest force on any atom (eV/A): 0.8
ΔE to the lowest compared entry with this formula, charge and spin (kcal per mole): 66.1
Frontier orbital gap (eV): 10.520